Version one
A structure of composition C49H34Cl8N5O4S2Y. Source: OMol25; level of theory: wB97M-V/def2-TZVPD.

Values from the calculation:
frontier orbital gap	6.7117	eV

Each line ends with the Mulliken charge.
Cartesian coordinates (Å):
Y1 -0.47 0.34 0.08  1.2754
C1 -0.64 -0.62 -4.49  -1.2799
C2 -1.70 -1.47 -4.76  -0.7892
C3 -2.41 -2.02 -3.71  -1.0333
C4 -2.03 -1.69 -2.41  0.1583
N1 -1.03 -0.85 -2.15  1.3723
C5 -0.34 -0.32 -3.17  -0.7929
C6 -2.69 -2.30 -1.21  1.3133
C7 -3.60 -3.35 -1.34  -1.4628
C8 -4.12 -3.92 -0.20  -0.8088
C9 -3.73 -3.44 1.04  -1.3148
C10 -2.83 -2.38 1.09  1.0595
N2 -2.33 -1.83 -0.02  0.6412
C11 -2.35 -1.84 2.39  0.4782
C12 -3.04 -2.08 3.57  -1.1029
C13 -2.52 -1.61 4.76  -0.6485
C14 -1.32 -0.92 4.74  -1.1646
C15 -0.72 -0.70 3.51  -0.6789
N3 -1.22 -1.13 2.35  0.4764
H1 -0.06 -0.18 -5.29  0.5488
H2 -1.97 -1.70 -5.78  0.4410
H3 -3.24 -2.68 -3.90  0.4424
H4 0.45 0.35 -2.83  0.8133
H5 -3.87 -3.74 -2.31  0.3328
H6 -4.81 -4.75 -0.26  0.4356
H7 -4.10 -3.90 1.94  0.3983
H8 -3.98 -2.61 3.56  0.3700
H9 -3.05 -1.78 5.70  0.4204
H10 -0.87 -0.54 5.64  0.4870
H11 0.20 -0.16 3.46  0.9215
Cl1 0.83 5.13 6.06  -0.2169
C16 0.22 4.11 4.80  0.1670
C17 1.07 3.28 4.08  0.0099
Cl2 2.76 3.28 4.42  -0.1891
C18 0.57 2.47 3.07  -0.0935
Cl3 1.62 1.46 2.14  0.1556
C19 -0.80 2.46 2.71  -0.7739
O1 -1.26 1.74 1.76  0.0994
C20 -1.64 3.29 3.49  0.2536
Cl4 -3.32 3.30 3.08  -0.2128
C21 -1.15 4.10 4.50  0.5202
Cl5 -2.22 5.12 5.38  -0.2091
O2 0.89 1.09 -1.06  -0.6940
Cl6 3.92 2.91 -0.37  -0.2553
C22 2.50 3.75 -0.90  0.1092
C23 2.32 4.00 -2.25  -1.1305
C24 1.20 4.69 -2.66  -0.4801
C25 0.23 5.12 -1.75  0.7731
C26 -1.00 5.82 -2.28  -0.7424
C27 -1.91 4.83 -3.01  -1.6594
N4 -2.30 3.72 -2.18  0.3110
C28 -3.47 3.62 -1.44  -0.4329
C29 -3.36 2.47 -0.73  -0.9191
N5 -2.16 1.86 -1.01  0.5204
C30 -1.55 2.63 -1.89  -0.7273
O3 -0.70 6.80 -3.26  -0.3657
C31 -0.37 8.08 -2.74  -1.2734
C32 0.84 8.08 -1.85  0.3931
C33 2.13 7.95 -2.28  0.7013
Cl7 2.64 7.84 -3.91  -0.2039
S1 3.25 7.82 -1.00  -0.1905
C34 2.01 8.05 0.16  -0.4816
C35 0.79 8.15 -0.42  -0.5157
C36 0.43 4.82 -0.41  1.3177
Cl8 -0.77 5.24 0.78  -0.1178
C37 1.57 4.17 0.03  -1.3990
H12 3.06 3.66 -2.97  0.5252
H13 1.06 4.92 -3.71  0.5532
H14 -1.56 6.27 -1.46  0.7655
H15 -1.38 4.46 -3.89  0.3540
H16 -2.81 5.34 -3.36  0.4297
H17 -4.24 4.37 -1.50  0.4419
H18 -4.06 2.05 -0.02  0.5332
H19 -0.55 2.45 -2.25  0.4276
H20 -1.22 8.48 -2.18  0.3368
H21 -0.20 8.70 -3.61  0.5050
H22 2.25 8.05 1.21  0.4703
H23 -0.13 8.26 0.14  0.4161
H24 1.71 3.98 1.08  0.8677
O4 0.99 -1.49 0.39  -0.2982
S2 2.33 -1.38 -0.30  0.4523
C38 3.49 -2.13 0.84  0.3022
C39 3.12 -3.23 1.60  -0.2663
C40 4.03 -3.76 2.50  -0.8151
C41 5.30 -3.20 2.62  -0.4097
C42 5.65 -2.09 1.86  -0.6723
C43 4.73 -1.55 0.97  -0.1342
C44 2.28 -2.72 -1.50  0.4674
C45 3.38 -3.00 -2.29  -0.6153
C46 3.28 -3.98 -3.27  -0.6752
C47 2.08 -4.66 -3.46  -0.5825
C48 0.98 -4.36 -2.66  -0.5948
C49 1.08 -3.39 -1.67  -0.1973
H25 2.12 -3.65 1.49  0.3822
H26 3.76 -4.62 3.10  0.4115
H27 6.01 -3.62 3.32  0.3881
H28 6.63 -1.64 1.97  0.4156
H29 4.98 -0.66 0.39  0.4642
H30 4.31 -2.47 -2.15  0.4524
H31 4.14 -4.21 -3.89  0.3959
H32 2.00 -5.41 -4.23  0.4003
H33 0.05 -4.89 -2.80  0.4619
H34 0.24 -3.14 -1.03  0.2842



Version two
A structure of composition C49H34Cl8N5O4S2Y. Source: OMol25; level of theory: wB97M-V/def2-TZVPD.

Values from the calculation:
frontier orbital gap	6.8320	eV

Each line ends with the Mulliken charge.
Cartesian coordinates (Å):
Y1 0.55 0.62 0.22  1.4311
C1 -2.44 4.17 -0.54  -1.0794
C2 -1.88 5.21 -1.26  -0.6290
C3 -0.55 5.11 -1.64  -0.9134
C4 0.17 3.97 -1.29  0.4935
N1 -0.37 2.97 -0.60  0.8055
C5 -1.66 3.07 -0.24  -0.4736
C6 1.60 3.80 -1.66  0.5342
C7 2.28 4.80 -2.36  -1.1858
C8 3.62 4.61 -2.66  -0.9166
C9 4.24 3.45 -2.24  -1.2843
C10 3.49 2.49 -1.55  0.6065
N2 2.19 2.66 -1.28  0.8382
C11 4.13 1.24 -1.03  0.9267
C12 5.49 0.99 -1.26  -1.0130
C13 6.07 -0.15 -0.74  -0.6405
C14 5.28 -1.00 0.01  -1.0707
C15 3.95 -0.68 0.18  -0.3330
N3 3.35 0.40 -0.33  0.6768
H1 -3.47 4.20 -0.22  0.4873
H2 -2.46 6.08 -1.51  0.4348
H3 -0.10 5.92 -2.20  0.3965
H4 -1.99 2.21 0.36  0.5512
H5 1.79 5.71 -2.66  0.3880
H6 4.17 5.36 -3.20  0.4483
H7 5.28 3.30 -2.45  0.3748
H8 6.09 1.67 -1.83  0.3579
H9 7.12 -0.36 -0.91  0.4206
H10 5.69 -1.90 0.45  0.5232
H11 3.31 -1.34 0.78  0.2785
Cl1 2.19 -6.83 1.13  -0.2210
C16 1.89 -5.24 0.53  0.2990
C17 1.63 -4.19 1.41  -0.1032
Cl2 1.62 -4.47 3.11  -0.2007
C18 1.36 -2.92 0.91  0.1620
Cl3 1.05 -1.62 2.02  0.0040
C19 1.34 -2.61 -0.47  -0.3725
O1 1.08 -1.46 -0.95  -0.5551
C20 1.66 -3.71 -1.32  0.2242
Cl4 1.67 -3.38 -3.02  -0.1807
C21 1.90 -4.98 -0.84  0.3440
Cl5 2.22 -6.26 -1.94  -0.2035
O2 -1.01 0.78 1.35  -0.9441
Cl6 -4.19 -3.69 3.15  -0.2544
C22 -4.19 -3.31 1.46  0.2807
C23 -5.35 -2.85 0.86  -1.1426
C24 -5.34 -2.54 -0.49  -0.4094
C25 -4.19 -2.69 -1.25  0.0372
C26 -4.22 -2.33 -2.72  0.0203
C27 -4.25 -0.81 -2.92  -1.6204
N4 -2.93 -0.23 -2.71  0.3057
C28 -2.01 0.09 -3.68  -0.7249
C29 -0.91 0.54 -3.02  -1.0237
N5 -1.13 0.47 -1.67  1.2360
C30 -2.34 0.00 -1.52  -1.0001
O3 -5.38 -2.90 -3.32  -0.3694
C31 -5.09 -3.81 -4.37  -0.7169
C32 -4.15 -4.91 -3.96  0.2199
C33 -4.35 -5.76 -2.92  0.6385
Cl7 -5.74 -5.84 -1.91  -0.1910
S1 -3.03 -6.82 -2.66  -0.1698
C34 -2.18 -6.15 -3.97  -0.4315
C35 -2.88 -5.15 -4.57  -0.6337
C36 -3.04 -3.16 -0.62  1.2956
Cl8 -1.58 -3.37 -1.52  0.2130
C37 -3.03 -3.47 0.73  -1.1133
H12 -6.25 -2.74 1.45  0.4475
H13 -6.24 -2.20 -0.97  0.4466
H14 -3.31 -2.71 -3.19  0.5058
H15 -4.94 -0.35 -2.22  0.3385
H16 -4.58 -0.58 -3.93  0.3642
H17 -2.24 -0.01 -4.73  0.4388
H18 0.03 0.88 -3.43  0.5520
H19 -2.81 -0.16 -0.56  0.6427
H20 -4.67 -3.28 -5.23  0.3178
H21 -6.07 -4.21 -4.67  0.2954
H22 -1.19 -6.50 -4.22  0.4714
H23 -2.50 -4.57 -5.40  0.3673
H24 -2.12 -3.82 1.20  0.5639
O4 2.20 1.85 1.89  -0.2646
S2 1.21 1.89 3.03  0.5314
C38 2.06 1.26 4.47  0.2329
C39 3.43 1.41 4.62  -0.2808
C40 4.04 0.87 5.74  -0.7823
C41 3.29 0.20 6.69  -0.4063
C42 1.92 0.05 6.52  -0.6965
C43 1.30 0.57 5.39  -0.2095
C44 1.12 3.60 3.52  0.3491
C45 0.08 4.00 4.35  -0.4292
C46 -0.01 5.33 4.72  -0.7070
C47 0.92 6.25 4.24  -0.4381
C48 1.93 5.85 3.39  -0.7495
C49 2.04 4.51 3.02  -0.1594
H25 4.00 1.92 3.85  0.3831
H26 5.11 0.97 5.87  0.4045
H27 3.77 -0.23 7.56  0.3946
H28 1.34 -0.50 7.25  0.4113
H29 0.24 0.43 5.22  0.4984
H30 -0.65 3.28 4.69  0.4595
H31 -0.82 5.66 5.36  0.4088
H32 0.83 7.29 4.52  0.3964
H33 2.65 6.57 3.01  0.4206
H34 2.81 4.16 2.35  0.3486



Referenced to the most stable arrangement, the calculated values in hartree are version one 0.0000; version two 0.0412.



Version one
A cluster of 10 separate species, C6H33NO9 in total. Source: OMol25; level of theory: wB97M-V/def2-TZVPD.

Values from the calculation:
frontier orbital gap	9.1073	eV
structure (SMILES)	CCNCC(C)C.O.O.O.O.O.O.O.O.O

Each line ends with the Mulliken charge.
Cartesian coordinates (Å):
C1 0.63 -0.83 2.23  -0.1463
N1 -0.02 -0.65 0.91  -0.0494
C2 -0.26 0.78 0.53  0.6600
C3 -1.24 0.86 -0.63  2.2321
C4 -0.86 2.02 -1.60  -1.1528
C5 -2.70 0.99 -0.13  -1.7287
C6 2.15 -0.87 2.06  -1.0609
H1 0.32 -1.85 2.45  -0.1615
H2 0.31 -0.28 3.12  0.4804
H3 -0.89 -1.17 0.80  0.1566
H4 -0.41 1.40 1.40  0.4400
H5 0.71 1.13 0.12  -1.2949
H6 -1.02 0.01 -1.28  -0.5057
H7 -0.71 1.72 -2.65  0.3165
H8 -1.50 2.92 -1.50  0.3071
H9 0.05 2.54 -1.29  0.1995
H10 -3.23 1.41 -1.00  0.5260
H11 -2.71 1.55 0.81  0.3170
H12 -3.20 0.05 0.03  0.1923
H13 2.58 -0.63 3.03  0.3706
H14 2.58 -0.11 1.42  0.2133
H15 2.43 -1.89 1.79  0.3362
H16 1.98 1.73 -0.04  -0.0656
H17 3.50 1.88 0.04  0.2470
O1 2.81 1.34 -0.37  -0.5132
H18 -0.51 -2.51 -1.45  0.2769
H19 -1.28 -3.05 -2.70  0.3015
O2 -1.39 -2.64 -1.84  -0.6071
H20 -1.19 -3.84 3.14  0.2900
H21 0.14 -4.27 2.65  0.2780
O3 -0.33 -3.46 2.89  -0.6217
H22 -2.11 4.75 0.20  0.3333
H23 -2.72 3.51 0.76  0.3019
O4 -2.22 4.30 1.04  -0.7301
H24 1.23 4.06 1.30  0.2722
H25 -0.35 3.80 1.54  0.3930
O5 0.55 3.47 1.63  -0.6044
H26 0.65 -0.40 -3.72  0.3273
H27 -0.80 -0.36 -3.65  0.3090
O6 -0.11 -0.46 -4.31  -0.6687
H28 0.79 -1.15 -0.61  0.3010
H29 1.95 -0.81 -1.77  0.1347
O7 1.03 -0.99 -1.56  -0.5026
H30 -2.71 -2.16 0.24  0.3003
H31 -1.69 -2.89 1.23  0.3597
O8 -2.42 -2.27 1.12  -0.6913
H32 3.48 -0.52 -1.20  0.2224
H33 4.63 -1.29 -0.94  0.3206
O9 3.86 -1.36 -1.52  -0.6117



Version two
A cluster of 10 separate species, C6H33NO9 in total. Source: OMol25; level of theory: wB97M-V/def2-TZVPD.

Values from the calculation:
frontier orbital gap	9.1721	eV
structure (SMILES)	CCN(C)C(C)C.O.O.O.O.O.O.O.O.O

Each line ends with the Mulliken charge.
Cartesian coordinates (Å):
C1 2.32 1.30 -1.38  -1.3363
C2 1.31 0.59 -2.26  -0.5299
N1 0.02 0.39 -1.59  0.8834
C3 0.12 -0.61 -0.52  -0.8137
C4 -1.08 -1.29 -3.15  -1.3432
C5 -1.09 0.15 -2.54  0.0131
C6 -2.44 0.38 -1.91  -1.2780
H1 2.48 0.72 -0.47  0.2665
H2 3.25 1.46 -1.92  0.4285
H3 1.99 2.25 -0.97  0.2984
H4 1.09 1.30 -3.06  0.3807
H5 1.74 -0.33 -2.67  0.3604
H6 1.00 -0.47 0.10  -0.0792
H7 -0.71 -0.44 0.17  0.2074
H8 0.06 -1.66 -0.82  0.4576
H9 -1.95 -1.29 -3.79  0.5045
H10 -0.23 -1.44 -3.83  0.3470
H11 -1.06 -2.00 -2.34  0.2656
H12 -0.89 0.82 -3.38  0.3692
H13 -2.75 -0.29 -1.09  0.2894
H14 -2.47 1.35 -1.41  0.2164
H15 -3.27 0.20 -2.58  0.4495
H16 2.77 -3.49 -1.66  0.2883
H17 2.15 -2.48 -0.69  0.4052
O1 2.71 -2.54 -1.49  -0.6264
H18 -2.27 0.36 2.59  0.3510
H19 -3.25 -0.77 3.31  0.2471
O2 -2.37 -0.52 3.02  -0.7359
H20 2.19 -2.10 1.27  0.3833
H21 0.85 -2.76 1.59  0.3438
O3 1.63 -2.85 1.00  -0.7791
H22 -0.53 -0.09 3.53  0.3749
H23 0.16 1.31 3.06  0.3968
O4 0.27 0.46 3.52  -0.6808
H24 -1.36 -2.99 1.60  0.2772
H25 -1.38 -1.98 2.78  0.3157
O5 -0.82 -2.55 2.25  -0.6456
H26 0.14 2.97 1.42  0.3740
H27 1.24 3.21 2.45  0.2714
O6 0.31 2.98 2.37  -0.7560
H28 -2.20 2.54 1.47  0.3197
H29 -1.62 1.27 0.83  0.2944
O7 -2.28 1.58 1.45  -0.6541
H30 3.30 -0.24 2.49  0.2807
H31 1.90 -0.22 2.83  0.3026
O8 2.45 -0.21 2.02  -0.5241
H32 -0.83 3.13 -1.04  0.3095
H33 -0.07 2.00 -0.37  0.3180
O9 -0.51 2.87 -0.17  -0.8089



Referenced to the most stable arrangement, the calculated values in hartree are version one 0.0747; version two 0.0000.



Version one
A cluster of 2 separate species, C2H2Cl2O2S in total. Source: OMol25; level of theory: wB97M-V/def2-TZVPD.

Values from the calculation:
frontier orbital gap	9.6413	eV

Each line ends with the Mulliken charge.
Cartesian coordinates (Å):
C1 -1.81 -0.23 0.08  -0.3905
C2 1.48 0.61 -0.45  0.5719
O1 0.51 0.80 -1.10  -0.3818
O2 0.36 -1.01 1.10  -0.5024
S1 -0.85 -1.49 0.42  0.3480
Cl1 1.99 1.59 0.86  -0.0986
Cl2 2.62 -0.65 -0.78  -0.1028
H1 -2.72 -0.41 -0.46  0.2911
H2 -1.57 0.79 0.32  0.2651



Version two
A cluster of 2 separate species, C2H2Cl2O2S in total. Source: OMol25; level of theory: wB97M-V/def2-TZVPD.

Values from the calculation:
frontier orbital gap	10.1027	eV

Each line ends with the Mulliken charge.
Cartesian coordinates (Å):
C1 2.22 -0.56 -1.24  -0.1151
C2 1.97 0.25 -0.38  -0.0435
O1 -1.61 1.84 0.05  -0.3765
O2 -0.83 -0.15 1.36  -0.4283
S1 -1.35 0.46 -0.08  0.7251
Cl1 1.44 1.45 0.49  -0.1506
Cl2 -3.18 -0.70 -0.17  -0.3158
H1 2.37 -1.54 -1.56  0.3565
H2 -1.05 -1.06 1.53  0.3483



Referenced to the most stable arrangement, the calculated values in hartree are version one 0.0000; version two 0.0686.



Version one
The ion C7H15N2 with charge +1. Source: OMol25; level of theory: wB97M-V/def2-TZVPD.

Values from the calculation:
frontier orbital gap	10.3451	eV
total charge	+1
structure (SMILES)	C/C=[N+](/C)C/C(C)=N/C

Each line ends with the Mulliken charge.
Cartesian coordinates (Å):
C1 0.21 -0.54 -0.89  1.0791
C2 -1.03 0.24 -0.93  -1.1040
C3 -0.36 1.14 1.07  0.3483
C4 0.52 -1.43 -2.03  -1.4721
C5 0.61 2.25 0.70  -1.3984
C6 -2.41 -0.07 1.05  -0.9030
C7 1.89 -1.13 0.71  -1.0482
N1 -1.32 0.60 0.35  0.1708
N2 0.89 -0.38 0.15  -0.1718
H1 -0.91 1.20 -1.45  0.2784
H2 -1.85 -0.43 -1.43  0.4627
H3 -0.63 1.24 2.12  0.4321
H4 1.49 -1.25 -2.56  0.3383
H5 -0.24 -1.59 -2.82  0.3688
H6 0.66 -2.35 -1.50  0.3922
H7 1.33 2.49 1.49  0.3558
H8 0.00 3.14 0.69  0.4338
H9 1.04 2.20 -0.29  0.3290
H10 -3.32 0.35 0.68  0.4005
H11 -2.47 -1.15 0.94  0.3173
H12 -2.41 0.21 2.05  0.3539
H13 1.55 -1.51 1.61  0.3686
H14 2.74 -0.51 0.81  0.3505
H15 2.22 -1.97 0.04  0.3174



Version two
A structure of composition C7H15N2. Source: OMol25; level of theory: wB97M-V/def2-TZVPD.

Values from the calculation:
frontier orbital gap	8.4874	eV
total charge	+1

Each line ends with the Mulliken charge.
Cartesian coordinates (Å):
C1 1.69 0.64 1.13  -0.3832
C2 0.96 0.56 -1.37  -0.6134
C3 0.54 1.17 1.98  -0.5766
C4 0.64 -0.94 -1.47  -0.7243
C5 0.87 0.99 0.01  0.1833
C6 -1.45 1.93 0.49  -0.8929
C7 -0.86 -1.99 0.31  -0.7142
N1 -0.21 1.31 0.69  0.1326
N2 -0.65 -1.33 -0.99  -0.1974
H1 2.65 1.26 1.28  0.3263
H2 1.73 -0.44 1.25  0.2129
H3 1.98 0.76 -1.62  0.3404
H4 0.35 1.09 -2.17  0.3761
H5 0.03 0.53 2.63  0.3810
H6 0.76 2.19 2.36  0.3396
H7 0.67 -1.09 -2.57  0.3720
H8 1.40 -1.51 -0.91  0.3638
H9 -1.55 2.52 -0.47  0.3365
H10 -2.18 1.18 0.43  0.3360
H11 -1.67 2.34 1.42  0.4224
H12 -1.35 -1.26 0.90  0.1473
H13 -1.40 -2.93 0.22  0.3556
H14 0.16 -2.23 0.76  0.2171
H15 -1.29 -1.73 -1.68  0.2589



Referenced to the most stable arrangement, the calculated values in hartree are version one 0.0000; version two 0.0058.



Version one
The molecule C3H7NS2. Source: OMol25; level of theory: wB97M-V/def2-TZVPD.

Values from the calculation:
frontier orbital gap	9.2052	eV
structure (SMILES)	CCS/C=N/S

Each line ends with the Mulliken charge.
Cartesian coordinates (Å):
C1 2.15 1.55 0.40  -1.0548
C2 2.09 0.34 -0.54  -0.3740
C3 -0.40 -0.70 0.40  -0.0748
H1 2.40 1.32 1.47  0.2851
H2 1.20 2.00 0.39  0.3283
H3 2.93 2.26 0.09  0.3222
H4 3.09 -0.04 -0.75  0.3481
H5 1.56 0.60 -1.51  0.3001
H6 -0.97 -1.08 1.26  0.4015
H7 -2.66 1.42 -0.69  0.1574
N1 -1.03 0.04 -0.41  -0.3221
S1 1.23 -1.17 0.04  -0.1669
S2 -2.69 0.30 0.03  -0.1499



Version two
The molecule C3H7NS2. Source: OMol25; level of theory: wB97M-V/def2-TZVPD.

Values from the calculation:
frontier orbital gap	9.1346	eV
structure (SMILES)	CCS/C=N\S

Each line ends with the Mulliken charge.
Cartesian coordinates (Å):
C1 1.28 -0.97 1.61  -1.0627
C2 0.56 -0.81 0.37  -0.3943
C3 -0.90 0.49 -1.55  0.0834
H1 2.31 -0.47 1.77  0.2694
H2 1.48 -2.16 1.77  0.2696
H3 0.66 -0.46 2.43  0.2904
H4 -0.25 -1.44 0.29  0.4101
H5 1.27 -1.18 -0.44  0.3405
H6 -0.47 -0.46 -1.94  0.3161
H7 -2.10 2.56 -0.29  0.0947
N1 -1.62 1.28 -2.25  -0.3549
S1 -0.10 0.89 0.05  -0.1657
S2 -2.14 2.73 -1.81  -0.0966



Referenced to the most stable arrangement, the calculated values in hartree are version one 0.0000; version two 0.0296.